1.
{"formula": "C9H13N4O5PS5SeTi", "method": "ωB97M-V with the def2-TZVPD basis set", "spin_multiplicity": 1, "lumo_energy_ev": [-1.949, -0.964], "total_charge": 0, "orbital_gap_ev": [5.738, 6.608], "largest_force_ev_per_a": 1.04, "symbols": ["Ti", "S", "C", "S", "C", "C", "S", "S", "S", "C", "N", "C", "N", "C", "N", "C", "P", "C", "C", "H", "H", "H", "H", "H", "H", "H", "H", "H", "H", "H", "H", "H", "O", "N", "O", "Se", "O", "O", "O"], "xyz": [[-0.18, 2.40, -0.54], [6.31, 3.82, -2.20], [4.84, 3.74, -1.52], [3.48, 4.67, -2.06], [2.27, 3.99, -1.02], [2.74, 3.03, -0.11], [1.78, 2.30, 1.08], [4.44, 2.67, -0.21], [0.70, 4.66, -1.03], [0.26, -2.83, 1.52], [0.61, -2.58, 0.05], [-0.54, -3.14, -0.81], [-1.78, -2.58, -0.43], [-2.05, -2.82, 0.99], [-1.00, -2.28, 1.85], [-0.99, -0.80, 1.86], [-0.71, -0.12, 0.18], [0.81, -1.11, -0.22], [-1.90, -1.16, -0.77], [1.06, -2.39, 2.11], [0.25, -3.92, 1.64], [1.46, -3.08, -0.18], [-0.53, -4.22, -0.64], [-0.30, -2.92, -1.84], [-2.11, -3.90, 1.16], [-2.99, -2.36, 1.25], [-0.22, -0.44, 2.54], [-1.96, -0.43, 2.20], [1.64, -0.76, 0.39], [1.08, -0.98, -1.27], [-1.73, -1.02, -1.84], [-2.90, -0.80, -0.54], [0.14, 1.55, -2.25], [1.22, 1.53, -1.57], [-3.16, 0.97, 0.92], [-2.76, 2.49, 0.49], [-1.25, 2.80, 1.16], [-2.14, 2.40, -1.08], [-3.87, 3.61, 0.72]]}

2.
{"formula": "C31H65N5O11P3", "method": "ωB97M-V with the def2-TZVPD basis set", "spin_multiplicity": 1, "lumo_energy_ev": -2.333, "total_charge": 1, "orbital_gap_ev": 7.474, "largest_force_ev_per_a": 4.09, "symbols": ["C", "C", "O", "C", "N", "P", "C", "C", "C", "C", "C", "C", "C", "C", "N", "C", "C", "C", "C", "P", "O", "O", "O", "C", "P", "N", "O", "O", "C", "C", "C", "C", "N", "O", "C", "C", "C", "N", "H", "H", "H", "H", "H", "H", "H", "H", "H", "H", "H", "H", "H", "H", "H", "H", "H", "H", "H", "H", "H", "H", "H", "H", "H", "H", "H", "H", "H", "H", "H", "H", "H", "H", "H", "H", "H", "H", "H", "H", "H", "H", "H", "H", "H", "C", "O", "C", "C", "O", "C", "H", "H", "H", "H", "H", "H", "H", "H", "H", "H", "C", "O", "C", "C", "O", "C", "H", "H", "H", "H", "H", "H", "H", "H", "H", "H"], "xyz": [[5.54, 2.78, 1.22], [4.77, 2.72, 2.54], [3.55, 1.97, 2.39], [2.52, 2.76, 1.92], [1.22, 2.03, 1.99], [0.65, 2.27, 3.73], [2.00, 2.58, 4.92], [-0.41, 0.93, 4.40], [1.41, 0.54, 1.81], [1.92, 0.12, 0.43], [1.12, -1.15, 0.01], [1.42, -1.65, -1.40], [0.75, -3.05, -1.56], [1.72, -4.20, -1.13], [2.03, -5.02, -2.30], [2.87, -4.59, -3.27], [2.87, -5.59, -4.21], [2.03, -6.61, -3.76], [1.50, -6.23, -2.55], [3.75, -0.44, 0.47], [3.68, -2.03, 0.88], [4.29, -0.24, -1.06], [1.79, 1.18, -0.49], [0.53, 1.85, -0.42], [0.51, 2.81, -2.00], [-0.77, 3.60, -2.31], [0.73, 1.67, -3.12], [1.86, 3.65, -2.07], [0.23, 2.59, 0.95], [-1.22, 2.21, 1.35], [-2.34, 2.41, 0.31], [-3.03, 3.77, 0.43], [-3.82, 3.86, 1.63], [-2.94, 4.67, -0.38], [0.32, 4.12, 0.76], [0.26, 5.09, 1.95], [-0.96, 5.28, 2.83], [1.23, 5.87, 2.21], [5.07, 3.51, 0.56], [5.52, 1.82, 0.72], [6.58, 3.04, 1.39], [4.61, 3.70, 2.99], [5.38, 2.15, 3.24], [2.73, 3.03, 0.88], [2.48, 3.70, 2.48], [1.56, 2.52, 5.91], [2.82, 1.87, 4.83], [2.40, 3.58, 4.78], [0.18, 0.28, 5.06], [-0.89, 0.27, 3.69], [-1.17, 1.39, 5.02], [0.45, 0.04, 1.93], [2.02, 0.13, 2.61], [0.05, -0.91, 0.05], [1.28, -1.93, 0.75], [0.99, -1.02, -2.17], [2.48, -1.81, -1.60], [-0.13, -3.10, -0.92], [0.46, -3.18, -2.60], [1.27, -4.81, -0.35], [2.63, -3.78, -0.70], [3.39, -3.65, -3.28], [3.42, -5.56, -5.13], [1.78, -7.53, -4.28], [0.80, -6.71, -1.89], [4.27, -2.11, 1.64], [3.59, -0.03, -1.69], [-0.21, 1.06, -0.55], [-0.56, 4.58, -2.47], [-0.11, 1.24, -3.31], [2.41, 3.35, -2.82], [-1.57, 2.77, 2.22], [-1.28, 1.17, 1.66], [-3.13, 1.72, 0.61], [-2.11, 2.14, -0.72], [-3.78, 4.82, 1.97], [-4.79, 3.71, 1.37], [1.25, 4.37, 0.24], [-0.46, 4.45, 0.08], [-0.79, 6.09, 3.52], [-1.13, 4.39, 3.43], [-1.82, 5.50, 2.19], [2.00, 5.72, 1.55], [-5.53, 5.78, 4.95], [-6.26, 4.74, 4.32], [-5.72, 3.45, 4.58], [-6.46, 2.74, 5.70], [-6.31, 3.40, 6.94], [-7.41, 4.24, 7.27], [-6.16, 6.67, 4.98], [-5.24, 5.53, 5.97], [-4.63, 6.02, 4.37], [-4.65, 3.52, 4.80], [-5.84, 2.87, 3.66], [-6.03, 1.74, 5.82], [-7.52, 2.62, 5.45], [-8.24, 3.64, 7.67], [-7.77, 4.81, 6.41], [-7.08, 4.94, 8.04], [0.08, -10.26, -9.43], [-0.51, -8.98, -9.28], [-0.95, -8.72, -7.96], [0.05, -7.89, -7.18], [1.27, -8.58, -6.97], [2.27, -8.22, -7.91], [0.66, -10.26, -10.35], [0.73, -10.51, -8.59], [-0.70, -11.03, -9.51], [-1.18, -9.65, -7.44], [-1.88, -8.14, -8.05], [-0.37, -7.69, -6.19], [0.23, -6.93, -7.67], [2.74, -7.28, -7.61], [1.88, -8.13, -8.92], [3.03, -9.00, -7.90]]}

3.
{"formula": "C8H10N2O2", "method": "ωB97M-V with the def2-TZVPD basis set", "spin_multiplicity": 1, "e_above_lowest_kcal_mol": 141.8, "lumo_energy_ev": -0.305, "total_charge": 0, "orbital_gap_ev": 8.151, "largest_force_ev_per_a": 4.80, "symbols": ["C", "C", "C", "C", "C", "C", "C", "C", "N", "N", "O", "O", "H", "H", "H", "H", "H", "H", "H", "H", "H", "H"], "xyz": [[2.78, 0.58, -1.16], [1.71, 1.41, -1.31], [2.56, -0.61, -0.37], [0.49, 1.19, -0.66], [1.37, -0.88, 0.24], [0.34, 0.07, 0.14], [-2.30, -0.25, -0.80], [-0.87, -0.33, 0.83], [-0.91, -1.50, 1.51], [-1.45, 0.83, 1.54], [-2.35, 0.59, 2.34], [-1.10, 1.96, 1.24], [3.57, 0.65, -1.77], [1.59, 2.20, -2.07], [3.40, -1.30, -0.40], [-0.33, 1.74, -0.71], [1.35, -1.80, 0.82], [-2.91, 0.60, -0.52], [-2.78, -1.19, -0.64], [-1.60, -0.13, -1.59], [-1.08, -2.31, 0.93], [-1.45, -1.51, 2.41]]}

4.
{"formula": "C6H13N", "method": "ωB97M-V with the def2-TZVPD basis set", "spin_multiplicity": 1, "e_above_lowest_kcal_mol": 17.3, "lumo_energy_ev": 1.043, "total_charge": 0, "orbital_gap_ev": 10.112, "largest_force_ev_per_a": 1.81, "symbols": ["C", "C", "C", "C", "C", "C", "N", "H", "H", "H", "H", "H", "H", "H", "H", "H", "H", "H", "H", "H"], "xyz": [[1.53, -1.36, 0.00], [0.45, -0.58, -0.06], [-0.71, -0.91, -0.95], [-1.93, -1.38, -0.19], [0.26, 0.47, 1.00], [0.14, 1.91, 0.42], [1.29, 2.32, -0.35], [2.41, -1.10, 0.57], [1.63, -2.21, -0.68], [-0.94, -0.01, -1.52], [-0.34, -1.67, -1.64], [-2.80, -0.76, -0.15], [-1.78, -1.55, 0.87], [-2.36, -2.35, -0.47], [-0.66, 0.27, 1.56], [1.09, 0.49, 1.69], [-0.73, 1.95, -0.24], [-0.03, 2.54, 1.28], [2.19, 2.09, 0.07], [1.30, 1.82, -1.23]]}